{
  "formula": "C22H56Cl4O18S6",
  "method": "ωB97M-V with the def2-TZVPD basis set",
  "homo_lumo_gap_ha": 0.398,
  "smiles": "CCOS(C)(=O)=O.CCOS(C)(=O)=O.CCOS(C)(=O)=O.CCOS(C)(=O)=O.CCOS(C)(=O)=O.CCOS(C)(=O)=O.ClCCCl.ClCCCl",
  "relative_energy_kcal_mol": 0.0,
  "spin_multiplicity": 1,
  "species": ["C", "C", "O", "S", "C", "O", "O", "H", "H", "H", "H", "H", "H", "H", "H", "C", "C", "O", "S", "C", "O", "O", "H", "H", "H", "H", "H", "H", "H", "H", "C", "C", "O", "S", "C", "O", "O", "H", "H", "H", "H", "H", "H", "H", "H", "C", "C", "O", "S", "C", "O", "O", "H", "H", "H", "H", "H", "H", "H", "H", "C", "C", "O", "S", "C", "O", "O", "H", "H", "H", "H", "H", "H", "H", "H", "C", "C", "O", "S", "C", "O", "O", "H", "H", "H", "H", "H", "H", "H", "H", "Cl", "C", "C", "Cl", "H", "H", "H", "H", "Cl", "C", "C", "Cl", "H", "H", "H", "H"],
  "positions_angstrom": [[-3.60, 3.58, 3.44], [-3.00, 4.16, 2.19], [-1.57, 4.16, 2.25], [-0.86, 5.63, 2.42], [-0.62, 6.21, 0.78], [-1.82, 6.50, 3.04], [0.41, 5.34, 2.97], [-3.06, 2.68, 3.62], [-4.69, 3.35, 3.36], [-3.56, 4.27, 4.31], [-3.27, 3.62, 1.33], [-3.35, 5.19, 2.05], [0.22, 5.63, 0.28], [-0.16, 7.24, 0.90], [-1.51, 6.26, 0.24], [2.85, -6.52, -5.11], [2.30, -5.17, -5.47], [1.56, -4.61, -4.34], [2.06, -3.40, -3.47], [2.96, -4.09, -2.14], [2.92, -2.54, -4.29], [0.85, -2.82, -2.97], [3.54, -6.46, -4.27], [3.39, -6.90, -5.99], [2.06, -7.25, -4.95], [3.04, -4.40, -5.72], [1.50, -5.29, -6.22], [3.08, -3.25, -1.43], [3.94, -4.24, -2.59], [2.45, -4.94, -1.69], [-2.98, -5.21, -4.60], [-3.23, -3.85, -4.11], [-2.27, -3.56, -3.10], [-2.38, -2.18, -2.35], [-1.63, -1.08, -3.49], [-3.80, -1.84, -2.22], [-1.56, -2.24, -1.15], [-3.03, -5.90, -3.76], [-2.03, -5.33, -5.16], [-3.75, -5.53, -5.31], [-3.13, -3.13, -4.91], [-4.22, -3.87, -3.62], [-1.41, -0.09, -3.13], [-2.09, -1.22, -4.45], [-0.67, -1.58, -3.63], [-5.21, 1.03, -0.40], [-5.86, 0.98, 0.98], [-4.87, 0.39, 1.89], [-5.08, -1.01, 2.52], [-4.61, -2.15, 1.25], [-4.01, -1.06, 3.53], [-6.47, -1.24, 2.90], [-4.17, 1.37, -0.43], [-5.79, 1.76, -0.97], [-5.27, 0.15, -1.01], [-6.08, 1.97, 1.38], [-6.75, 0.40, 1.01], [-3.54, -1.85, 1.03], [-5.20, -2.13, 0.39], [-4.62, -3.15, 1.63], [7.48, 5.09, -2.08], [6.60, 5.56, -1.01], [5.25, 5.72, -1.53], [4.06, 6.28, -0.61], [3.50, 4.88, 0.37], [4.65, 7.28, 0.27], [2.98, 6.58, -1.46], [8.48, 4.95, -1.75], [7.54, 5.79, -2.96], [7.11, 4.10, -2.38], [6.60, 4.85, -0.21], [6.89, 6.55, -0.63], [2.93, 4.18, -0.22], [2.91, 5.31, 1.15], [4.40, 4.32, 0.74], [0.65, -4.44, 5.07], [0.48, -5.19, 3.81], [1.00, -4.28, 2.76], [0.38, -4.32, 1.31], [-1.03, -3.28, 1.55], [1.40, -3.72, 0.46], [-0.09, -5.62, 0.94], [0.86, -5.14, 5.82], [-0.28, -3.88, 5.25], [1.47, -3.80, 4.94], [1.17, -6.05, 3.74], [-0.54, -5.61, 3.63], [-1.52, -3.23, 0.57], [-0.68, -2.30, 1.90], [-1.60, -3.73, 2.33], [2.08, 2.65, 6.03], [2.47, 3.68, 4.65], [2.03, 3.00, 3.37], [2.97, 1.55, 3.02], [3.58, 3.84, 4.61], [1.96, 4.60, 4.69], [2.08, 3.71, 2.58], [1.01, 2.71, 3.40], [-0.77, 1.83, -0.85], [0.30, 1.36, 0.59], [1.26, 0.22, 0.32], [2.35, 0.48, -1.10], [-0.23, 1.04, 1.48], [0.80, 2.31, 0.78], [0.81, -0.79, 0.18], [1.88, 0.13, 1.20]]
}

{
  "formula": "C22H56N5O10",
  "method": "ωB97M-V with the def2-TZVPD basis set",
  "homo_lumo_gap_ha": [0.295, 0.143],
  "spin_multiplicity": 2,
  "species": ["N", "O", "O", "O", "C", "O", "C", "C", "N", "C", "C", "O", "C", "H", "H", "H", "H", "H", "H", "H", "H", "H", "H", "H", "H", "H", "H", "H", "C", "O", "C", "C", "N", "C", "C", "O", "C", "H", "H", "H", "H", "H", "H", "H", "H", "H", "H", "H", "H", "H", "H", "H", "C", "O", "C", "C", "N", "C", "C", "O", "C", "H", "H", "H", "H", "H", "H", "H", "H", "H", "H", "H", "H", "H", "H", "H", "C", "C", "C", "O", "C", "N", "H", "H", "H", "H", "H", "H", "H", "H", "H", "H", "H"],
  "positions_angstrom": [[-0.28, 0.67, 0.42], [0.16, 1.34, 1.34], [0.30, 0.78, -0.63], [-1.24, -0.13, 0.52], [1.37, -1.18, 5.86], [0.47, -0.54, 5.02], [0.84, 0.79, 4.66], [2.32, 0.99, 4.14], [2.48, 0.39, 2.82], [3.70, 0.96, 2.22], [3.89, 0.21, 0.90], [5.16, 0.67, 0.37], [5.57, -0.04, -0.74], [2.28, -1.45, 5.33], [1.03, -2.20, 6.06], [1.45, -0.62, 6.79], [0.84, 1.37, 5.59], [0.12, 1.34, 4.05], [3.06, 0.60, 4.84], [2.41, 2.07, 4.14], [1.72, 0.76, 2.27], [4.55, 0.90, 2.90], [3.66, 2.02, 1.99], [3.07, 0.37, 0.20], [3.91, -0.88, 1.03], [6.13, 0.55, -1.47], [4.75, -0.45, -1.33], [6.19, -0.88, -0.44], [-7.06, 3.17, -5.46], [-7.06, 1.92, -4.76], [-6.19, 0.95, -5.32], [-5.73, 0.11, -4.06], [-4.61, 0.56, -3.25], [-4.88, 1.88, -2.62], [-3.80, 2.33, -1.63], [-2.51, 2.32, -2.19], [-1.54, 3.21, -1.67], [-6.09, 3.67, -5.47], [-7.76, 3.88, -5.03], [-7.31, 3.00, -6.51], [-5.36, 1.37, -5.89], [-6.76, 0.32, -5.99], [-5.37, -0.86, -4.40], [-6.59, -0.14, -3.44], [-4.62, -0.13, -2.51], [-5.83, 1.93, -2.10], [-4.88, 2.62, -3.42], [-3.74, 1.61, -0.81], [-4.10, 3.26, -1.14], [-1.39, 3.03, -0.61], [-1.93, 4.22, -1.79], [-0.65, 3.14, -2.30], [0.85, -2.42, 2.46], [-0.13, -3.36, 2.11], [0.30, -4.70, 2.06], [-0.98, -5.57, 2.26], [-2.02, -5.37, 1.29], [-1.71, -5.85, -0.07], [-1.53, -7.37, -0.21], [-0.19, -7.74, -0.24], [0.21, -8.93, -0.79], [1.43, -2.61, 3.36], [0.44, -1.42, 2.60], [1.64, -2.41, 1.71], [0.90, -4.91, 2.95], [0.77, -4.96, 1.12], [-1.39, -5.37, 3.25], [-0.70, -6.62, 2.23], [-2.80, -5.90, 1.64], [-0.90, -5.26, -0.50], [-2.61, -5.58, -0.63], [-1.99, -7.72, -1.14], [-2.03, -7.90, 0.60], [1.29, -9.03, -0.93], [-0.25, -9.05, -1.77], [-0.13, -9.76, -0.17], [1.88, 4.03, -0.17], [3.00, 4.12, -1.18], [4.13, 5.00, -0.55], [3.52, 6.28, -0.22], [4.35, 7.42, -0.25], [3.40, 2.80, -1.58], [2.21, 3.69, 0.81], [1.08, 3.35, -0.49], [1.38, 4.98, -0.04], [2.64, 4.71, -2.03], [4.93, 5.03, -1.29], [4.58, 4.61, 0.36], [4.51, 7.85, -1.24], [5.30, 7.29, 0.26], [3.91, 8.20, 0.38], [4.01, 2.43, -0.86], [2.57, 2.23, -1.58]]
}

The calculated total energy results, record by record, are as follows: -6455.93752; -1897.54321 Ha.